#w
18
Properties=species:S:1:pos:R:3:nbo_charge:R:1 method="wB97M-V/def2-TZVPD" e_lumo_ev=0.87 homo_ev=-8.5 homo_lumo_gap_ev=9.3
C 0.353 0.532 0.175 0.033
C 1.764 0.221 0.050 -0.081
C 0.227 -1.405 0.073 0.156
C -0.250 -0.415 -0.948 -0.273
C -1.814 -0.454 -0.715 -0.225
C -1.766 -0.335 0.678 -0.184
C -0.425 -0.265 1.148 -0.286
H -0.263 2.117 -1.183 0.390
H 0.607 2.596 0.636 0.381
H 2.064 0.529 -1.036 0.185
H 2.729 0.519 0.803 0.209
H -0.006 -2.358 -0.021 0.186
H 0.357 -0.335 -1.915 0.223
H -2.594 -0.462 -1.387 0.223
H -2.665 -0.596 1.372 0.229
H 0.036 -0.544 2.261 0.240
N -0.061 1.898 0.016 -0.867
O 1.705 -1.243 -0.008 -0.539


#x
18
Properties=species:S:1:pos:R:3:nbo_charge:R:1 method="wB97M-V/def2-TZVPD" e_lumo_ev=0.85 homo_ev=-9.4 homo_lumo_gap_ev=10.3
C -0.616 2.725 1.493 -0.299
C -0.537 1.624 0.891 -0.019
C -0.566 0.173 0.315 0.048
N 0.585 -0.575 -0.233 -0.474
C 1.463 -1.262 0.806 -0.469
C 1.018 -0.722 -1.604 0.554
O 2.095 -1.098 -1.992 -0.569
C -1.900 -0.338 0.949 -0.404
C -1.820 0.104 -0.473 -0.426
H -0.376 3.806 1.711 0.263
H 2.078 -0.451 1.456 0.217
H 0.866 -2.035 1.277 0.217
H 2.401 -1.450 0.013 0.262
H 0.300 -0.151 -2.328 0.127
H -1.918 -1.430 1.295 0.236
H -2.345 0.545 1.706 0.261
H -2.433 0.947 -0.591 0.243
H -1.685 -0.799 -1.228 0.233


Which of them is least stable? Easy: #w.


#w
17
Properties=species:S:1:pos:R:3:nbo_charge:R:1 method="wB97M-V/def2-TZVPD" charge=+1 e_lumo_ev=-6.33 homo_ev=-13.6 homo_lumo_gap_ev=7.2
C 0.288 0.825 -0.554 0.460
C -0.382 0.981 -1.650 -0.235
C 0.863 0.588 0.737 -0.454
C -0.089 -1.734 1.159 -0.245
C 1.303 -1.715 1.718 -0.237
C -1.677 1.617 -2.009 -0.636
N 0.508 -0.432 1.641 -0.396
H 0.098 0.399 -2.426 0.318
H 1.975 0.620 0.699 0.334
H 0.771 1.492 1.537 0.408
H -0.274 -1.745 0.070 0.203
H -0.798 -2.149 1.862 0.239
H 1.418 -2.215 2.693 0.246
H 2.084 -1.805 0.964 0.205
H -2.133 1.047 -2.839 0.263
H -1.557 2.587 -2.399 0.270
H -2.397 1.639 -1.202 0.256


#x
17
Properties=species:S:1:pos:R:3:nbo_charge:R:1 method="wB97M-V/def2-TZVPD" charge=+1 e_lumo_ev=-4.82 homo_ev=-14.5 homo_lumo_gap_ev=9.7
C 3.009 -0.036 -0.358 -0.277
C 1.939 0.785 -0.252 -0.083
N 0.622 0.283 0.032 -0.250
C -0.095 -0.727 0.251 0.474
C -0.111 -2.194 0.320 -0.681
C -0.825 0.592 0.260 -0.017
C -1.356 1.268 -0.998 -0.662
H 3.068 -1.008 0.174 0.212
H 3.923 0.156 -0.838 0.240
H 1.983 1.781 -0.697 0.246
H -0.039 -2.426 1.440 0.291
H 0.781 -2.459 -0.164 0.254
H -0.873 -2.689 -0.149 0.275
H -0.943 1.035 1.376 0.239
H -2.161 0.894 -1.581 0.260
H -0.449 1.473 -1.525 0.226
H -1.616 2.313 -0.811 0.256


#y
17
Properties=species:S:1:pos:R:3:nbo_charge:R:1 method="wB97M-V/def2-TZVPD" charge=+1 e_lumo_ev=-4.89 homo_ev=-14.3 homo_lumo_gap_ev=9.4
C 1.832 1.693 0.759 -0.476
C 1.725 0.484 0.334 0.101
C -1.528 -0.933 -1.841 -0.297
C -1.881 -0.554 -0.628 -0.079
C -0.994 0.277 1.460 0.088
C 1.753 -0.757 -0.107 -0.548
N -0.855 -0.256 0.319 -0.433
H 2.817 2.195 0.600 0.281
H -2.395 -1.202 -2.477 0.246
H -0.539 -1.025 -2.206 0.216
H -2.917 -0.422 -0.396 0.236
H 1.088 2.411 0.827 0.238
H -0.118 0.515 2.008 0.222
H -1.941 0.286 2.008 0.228
H 1.758 -1.529 0.637 0.256
H 2.038 -0.986 -1.177 0.279
H 0.157 -0.196 -0.122 0.441


#z
17
Properties=species:S:1:pos:R:3:nbo_charge:R:1 method="wB97M-V/def2-TZVPD" charge=+1 e_lumo_ev=-3.47 homo_ev=-14.9 homo_lumo_gap_ev=11.4
C -2.546 0.622 0.020 -0.352
C -1.835 -0.452 0.009 0.103
C -0.680 -0.991 0.003 0.026
C 0.570 -1.689 -0.047 -0.201
N 0.541 -0.206 0.001 -0.193
C 0.963 0.455 1.229 -0.413
C 0.907 0.526 -1.205 -0.417
H -2.952 1.036 -0.892 0.250
H -2.993 0.997 0.928 0.251
H 0.936 -2.192 0.840 0.258
H 0.893 -2.139 -0.978 0.258
H 0.436 1.403 1.327 0.236
H 0.731 -0.165 2.092 0.238
H 2.036 0.642 1.205 0.239
H 0.596 1.566 -1.107 0.239
H 1.987 0.493 -1.357 0.239
H 0.409 0.095 -2.069 0.239


Which of them is least stable? Easy: #w.


#w
17
Properties=species:S:1:pos:R:3:nbo_charge:R:1 method="wB97M-V/def2-TZVPD" charge=+1 e_lumo_ev=-4.33 homo_ev=-14.2 homo_lumo_gap_ev=9.8
C -0.546 -1.861 -2.972 -0.120
C -0.085 -0.826 -2.526 -0.070
C 0.511 0.271 -1.723 -0.539
C 0.124 0.214 -0.281 0.536
C -1.218 0.783 0.065 -0.694
N 0.969 -0.099 0.661 -0.439
C 0.809 -0.114 2.220 -0.399
H -0.977 -2.628 -3.564 0.259
H 1.605 0.437 -1.759 0.256
H 0.246 1.208 -2.045 0.273
H -2.099 0.328 -0.572 0.292
H -1.120 1.839 -0.014 0.271
H -1.362 0.570 1.082 0.228
H 1.904 -0.390 0.359 0.429
H -0.092 0.332 2.419 0.215
H 0.799 -1.190 2.462 0.246
H 1.567 0.468 2.781 0.257


#x
17
Properties=species:S:1:pos:R:3:nbo_charge:R:1 method="wB97M-V/def2-TZVPD" charge=+1 e_lumo_ev=-4.96 homo_ev=-14.9 homo_lumo_gap_ev=10.0
C 0.528 0.850 0.272 -0.312
C 0.785 -0.668 0.177 -0.053
C 1.198 0.744 1.581 0.280
C -1.008 0.418 -1.716 -0.640
C -0.719 -1.062 0.372 -0.418
C -1.027 0.422 -0.231 -0.108
N 1.397 -0.533 1.434 -0.390
H 1.086 1.347 -0.454 0.255
H 1.364 1.493 2.377 0.264
H -1.777 -0.245 -2.298 0.260
H -0.997 1.439 -1.963 0.237
H -0.082 0.003 -2.036 0.201
H -1.077 -1.297 1.308 0.234
H 1.333 -0.925 -0.694 0.254
H -1.123 -1.709 -0.395 0.238
H -1.884 0.928 0.264 0.242
H 2.004 -1.205 2.002 0.457


#y
17
Properties=species:S:1:pos:R:3:nbo_charge:R:1 method="wB97M-V/def2-TZVPD" charge=+1 e_lumo_ev=-5.50 homo_ev=-14.0 homo_lumo_gap_ev=8.5
C 2.361 0.556 1.074 -0.104
C 1.332 0.666 0.463 0.072
C -0.915 0.127 2.169 -0.322
C -0.982 0.106 0.808 -0.086
C 0.535 -1.565 -0.880 -0.226
C -0.255 0.998 -1.259 -0.400
N 0.120 0.313 -0.045 -0.335
H 3.266 0.670 1.672 0.281
H -1.771 -0.166 2.780 0.244
H -0.003 0.205 2.704 0.221
H -1.994 0.091 0.293 0.246
H 1.593 -1.252 -1.184 0.247
H 0.201 -2.232 -0.047 0.247
H -0.136 -1.633 -1.815 0.226
H 0.561 0.960 -1.918 0.225
H -1.148 0.579 -1.668 0.228
H -0.349 2.049 -1.035 0.235


Which of them is least stable? Easy: #y.


#w
17
Properties=species:S:1:pos:R:3:nbo_charge:R:1 method="wB97M-V/def2-TZVPD" charge=+1 e_lumo_ev="-5.42 / -5.42" homo_ev="-14.6 / -14.6" homo_lumo_gap_ev="9.1 / 9.1"
C 1.630 0.856 0.840 -0.236
C 1.057 1.419 -0.066 0.079
C -0.149 1.189 -0.875 -0.316
N -0.728 0.069 -0.114 -0.300
C -2.033 0.248 0.452 -0.417
C 0.153 -0.773 0.337 0.347
C 1.242 -1.400 -0.433 -0.687
H 2.379 0.753 1.578 0.271
H -0.827 2.043 -0.879 0.265
H 0.085 0.922 -1.909 0.261
H -2.129 1.242 0.894 0.229
H -2.780 0.154 -0.340 0.243
H -2.234 -0.507 1.208 0.237
H -0.181 -1.379 1.181 0.232
H 1.565 -0.837 -1.301 0.246
H 0.846 -2.371 -0.761 0.279
H 2.102 -1.629 0.189 0.268


#x
17
Properties=species:S:1:pos:R:3:nbo_charge:R:1 method="wB97M-V/def2-TZVPD" charge=+1 e_lumo_ev=-5.50 homo_ev=-15.3 homo_lumo_gap_ev=9.8
C -0.567 -0.890 0.860 0.344
C -2.056 0.696 -0.386 -0.202
C -0.957 -0.050 -0.920 0.016
C 0.369 -0.189 -0.116 -0.133
C 1.600 -1.024 -0.362 -0.618
C 0.941 1.172 0.419 -0.573
N -1.740 -0.574 0.379 -0.318
H -0.302 -1.455 1.759 0.249
H -1.909 1.705 0.125 0.271
H -3.138 0.537 -0.683 0.292
H -1.140 -0.750 -1.691 0.255
H 2.298 -0.294 -0.817 0.237
H 1.600 -1.895 -1.036 0.252
H 1.999 -1.374 0.680 0.245
H 1.811 1.431 -0.075 0.241
H 1.048 1.064 1.495 0.232
H 0.141 1.888 0.369 0.211


#y
17
Properties=species:S:1:pos:R:3:nbo_charge:R:1 method="wB97M-V/def2-TZVPD" charge=+1 e_lumo_ev=-3.44 homo_ev=-13.5 homo_lumo_gap_ev=10.0
C -2.453 -1.005 0.357 -0.300
C -1.269 -0.894 -0.223 -0.253
C -0.324 0.275 -0.184 0.077
C -0.822 1.624 0.027 -0.644
C 0.939 -0.052 -0.157 0.111
C 2.326 0.272 0.136 -0.256
N 1.981 -1.132 0.006 -0.533
H -2.823 -0.348 1.078 0.206
H -3.003 -1.878 0.029 0.226
H -1.002 -1.632 -0.927 0.211
H -1.160 1.920 -0.950 0.258
H -0.009 2.265 0.186 0.232
H -1.688 1.728 0.606 0.258
H 2.887 0.723 -0.791 0.260
H 2.553 0.711 1.141 0.262
H 2.498 -1.590 -0.730 0.442
H 1.953 -1.766 0.776 0.443


#z
17
Properties=species:S:1:pos:R:3:nbo_charge:R:1 method="wB97M-V/def2-TZVPD" charge=+1 e_lumo_ev=-7.06 homo_ev=-16.0 homo_lumo_gap_ev=9.0
C 2.083 -0.079 0.214 0.110
C 0.765 -0.180 1.020 -0.291
C 0.927 0.192 -0.799 -0.227
C -0.302 0.054 0.053 -0.108
C -1.054 -1.190 -0.288 -0.604
C -1.264 1.268 0.081 -0.597
N 3.218 -0.149 -0.068 0.075
H 0.778 -1.138 1.529 0.307
H 0.937 0.652 1.678 0.300
H 1.071 -0.793 -1.301 0.303
H 1.009 1.236 -1.258 0.321
H -1.236 -1.165 -1.381 0.238
H -2.017 -1.389 0.255 0.262
H -0.372 -2.060 -0.018 0.205
H -1.379 1.687 0.991 0.234
H -2.247 0.952 -0.253 0.247
H -0.916 2.101 -0.453 0.224


Which of them is least stable? Easy: #z.


#w
12
Properties=species:S:1:pos:R:3:nbo_charge:R:1 method="wB97M-V/def2-TZVPD" e_lumo_ev=-0.78 homo_ev=-9.9 homo_lumo_gap_ev=9.1
H 1.019 0.153 -2.511 0.342
N 0.783 0.752 -1.723 -0.533
C 0.132 0.196 -0.798 0.191
C -0.157 -1.277 -0.714 0.361
O -0.678 -1.825 0.234 -0.466
C -0.264 0.955 0.431 -0.586
C 0.007 0.153 1.684 0.470
O -0.651 0.149 2.676 -0.507
H -0.098 -1.796 -1.691 0.122
H 0.325 1.874 0.484 0.262
H -1.329 1.204 0.397 0.252
H 0.911 -0.538 1.532 0.090


#x
12
Properties=species:S:1:pos:R:3:nbo_charge:R:1 method="wB97M-V/def2-TZVPD" e_lumo_ev=0.50 homo_ev=-9.1 homo_lumo_gap_ev=9.7
O -1.792 1.782 0.236 -0.636
C -0.623 1.179 0.160 0.196
C -0.783 -0.213 -0.246 -0.244
C 0.340 -0.640 -1.177 -0.188
N 0.313 -1.070 0.173 -0.410
C 1.269 -0.647 1.106 0.543
O 2.455 -0.645 0.895 -0.552
H -1.486 2.659 0.484 0.508
H -1.766 -0.670 -0.335 0.214
H 1.083 0.108 -1.452 0.229
H 0.095 -1.383 -1.930 0.218
H 0.818 -0.412 2.085 0.123


Which of them is least stable? Easy: #x.


#w
12
Properties=species:S:1:pos:R:3:nbo_charge:R:1 method="wB97M-V/def2-TZVPD" e_lumo_ev=1.00 homo_ev=-10.0 homo_lumo_gap_ev=11.0
O -0.723 -1.170 -0.926 -0.506
C -1.040 -0.297 0.119 0.337
C 0.389 -0.333 0.686 -0.148
C 0.693 -1.018 -0.662 -0.068
N 0.861 1.038 0.764 -0.469
C -0.037 1.705 0.165 0.386
O -1.162 1.086 -0.280 -0.500
H -1.961 -0.570 0.637 0.181
H 0.588 -0.923 1.581 0.220
H 1.140 -0.324 -1.381 0.184
H 1.238 -1.965 -0.663 0.190
H 0.013 2.770 -0.039 0.192


#x
12
Properties=species:S:1:pos:R:3:nbo_charge:R:1 method="wB97M-V/def2-TZVPD" e_lumo_ev=0.36 homo_ev=-7.3 homo_lumo_gap_ev=7.7
C 0.049 -0.274 -0.793 0.017
C -1.248 0.008 -1.291 -0.235
C -2.182 0.429 0.934 1.098
C 1.919 -0.046 0.639 -0.435
N 0.431 -0.118 0.420 -0.599
O -2.231 0.740 2.030 -0.402
O -2.250 0.286 -0.248 -0.397
H 0.694 -0.477 -1.641 0.170
H -1.932 -0.486 -2.061 0.208
H 2.433 -0.993 0.501 0.185
H 2.449 0.567 -0.123 0.179
H 1.867 0.364 1.633 0.213


Which of them is least stable? Easy: #x.